Entry 1:
{"formula": "C37H34GaN5O4S3", "method": "ωB97M-V/def2-TZVPD", "elements": ["Ga", "C", "C", "C", "C", "N", "C", "C", "C", "C", "C", "C", "N", "H", "H", "H", "H", "H", "H", "H", "H", "O", "C", "N", "C", "O", "C", "C", "C", "C", "N", "C", "H", "H", "H", "H", "H", "H", "H", "H", "S", "C", "C", "N", "C", "H", "H", "H", "C", "C", "O", "S", "C", "C", "C", "C", "C", "C", "C", "C", "H", "H", "H", "H", "H", "H", "H", "C", "S", "O", "C", "C", "C", "C", "C", "C", "H", "H", "H", "H", "H", "H", "H", "H"], "xyz": [[-0.09, 0.59, -0.18], [-0.08, 5.12, 0.29], [-0.73, 5.23, 1.51], [-0.94, 4.10, 2.27], [-0.51, 2.87, 1.79], [0.09, 2.75, 0.59], [0.31, 3.86, -0.13], [-0.62, 1.60, 2.55], [-0.84, 1.45, 3.90], [-0.64, 0.18, 4.45], [-0.14, -0.85, 3.68], [0.07, -0.63, 2.32], [-0.28, 0.55, 1.81], [0.13, 5.98, -0.32], [-1.07, 6.20, 1.86], [-1.44, 4.16, 3.23], [0.82, 3.73, -1.08], [-1.10, 2.29, 4.53], [-0.81, 0.03, 5.51], [0.13, -1.80, 4.12], [0.09, -2.39, 1.15], [-4.20, -0.10, 2.14], [-5.32, 0.41, 1.45], [-5.51, 1.83, 1.61], [-4.88, 2.82, 0.93], [-5.06, 3.99, 1.15], [-3.88, 2.44, -0.14], [-3.94, 3.12, -1.36], [-2.95, 2.88, -2.30], [-1.90, 2.04, -1.97], [-1.83, 1.43, -0.78], [-2.82, 1.60, 0.10], [-4.43, -0.25, 3.07], [-6.24, -0.09, 1.75], [-5.15, 0.19, 0.39], [-6.11, 2.16, 2.35], [-4.74, 3.82, -1.55], [-2.97, 3.36, -3.27], [-1.10, 1.85, -2.67], [-2.75, 1.05, 1.03], [2.77, -3.45, -2.26], [2.95, -1.85, -2.83], [2.38, -0.96, -1.99], [1.77, -1.55, -0.89], [1.91, -2.87, -0.91], [3.50, -1.63, -3.73], [2.39, 0.11, -2.06], [1.53, -3.52, -0.14], [8.22, -4.06, 3.73], [6.91, -3.53, 3.22], [6.78, -2.88, 2.22], [5.53, -4.03, 4.27], [4.17, -3.29, 3.41], [3.09, -4.09, 3.06], [1.99, -3.53, 2.42], [1.98, -2.18, 2.10], [3.06, -1.38, 2.45], [4.15, -1.93, 3.11], [0.79, -1.56, 1.36], [1.20, -0.77, 0.12], [8.70, -4.62, 2.92], [8.12, -4.69, 4.61], [8.86, -3.20, 3.96], [3.11, -5.15, 3.29], [1.15, -4.16, 2.17], [3.06, -0.33, 2.19], [4.98, -1.30, 3.39], [-1.48, -2.72, -3.57], [-1.84, -1.04, -3.05], [-0.70, -0.71, -2.09], [-1.49, -0.19, -4.57], [-0.18, 0.07, -4.95], [0.05, 0.74, -6.13], [-1.01, 1.14, -6.93], [-2.32, 0.88, -6.55], [-2.57, 0.22, -5.35], [-0.45, -2.75, -3.92], [-2.17, -3.00, -4.36], [-1.61, -3.36, -2.70], [0.63, -0.25, -4.31], [1.07, 0.95, -6.45], [-0.82, 1.66, -7.86], [-3.14, 1.19, -7.17], [-3.58, 0.02, -5.03]], "lowdin_charge": [0.71, -0.01, 0.00, 0.03, -0.19, 0.07, -0.09, -0.18, 0.03, 0.01, 0.05, -0.17, 0.08, 0.12, 0.13, 0.13, 0.13, 0.12, 0.13, 0.14, 0.15, -0.05, -0.23, 0.12, -0.44, 0.11, -0.08, 0.06, 0.01, -0.11, 0.02, -0.03, 0.10, 0.14, 0.13, 0.16, 0.14, 0.13, 0.12, 0.11, 1.09, -0.35, -0.15, -0.16, -0.35, 0.09, 0.13, 0.09, -0.06, -0.74, 0.04, 1.04, -0.52, -0.08, -0.05, -0.23, -0.01, -0.06, -0.24, -0.21, 0.10, 0.07, 0.10, 0.11, 0.12, 0.12, 0.12, -0.20, 0.98, -0.58, -0.42, -0.07, -0.05, -0.05, -0.05, -0.08, 0.06, 0.07, 0.06, 0.10, 0.12, 0.12, 0.12, 0.12], "charge": 2, "e_above_lowest_kcal_mol": 56.9}

---

Entry 2:
{"formula": "C37H34O8", "method": "ωB97M-V/def2-TZVPD", "elements": ["C", "O", "C", "C", "C", "C", "C", "C", "C", "O", "O", "C", "O", "H", "H", "H", "H", "H", "H", "H", "H", "H", "H", "H", "H", "H", "H", "H", "H", "H", "H", "C", "C", "C", "C", "C", "C", "C", "O", "C", "C", "C", "C", "C", "C", "C", "O", "H", "H", "H", "H", "H", "H", "H", "H", "C", "C", "C", "C", "C", "C", "C", "O", "C", "C", "C", "C", "C", "C", "C", "O", "H", "H", "H", "H", "H", "H", "H", "H"], "xyz": [[-1.10, -7.23, 3.68], [0.19, -7.81, 3.15], [0.95, -6.59, 2.72], [2.08, -6.89, 1.59], [2.97, -5.66, 1.05], [2.63, -4.16, 1.51], [2.16, -3.15, 0.26], [0.53, -2.93, 0.37], [-0.25, -3.11, -1.09], [0.23, -1.59, 0.94], [3.90, -3.55, 2.01], [3.64, -2.60, 3.10], [4.71, -1.95, 3.63], [-1.77, -8.04, 4.20], [-0.84, -6.36, 4.44], [-1.75, -6.81, 2.77], [1.44, -6.02, 3.64], [0.15, -5.85, 2.23], [2.82, -7.70, 2.06], [1.54, -7.44, 0.69], [4.11, -5.89, 1.32], [2.94, -5.69, -0.15], [1.85, -4.00, 2.36], [2.49, -3.55, -0.79], [2.65, -2.08, 0.48], [0.07, -3.78, 1.07], [-0.20, -4.26, -1.40], [-1.35, -2.76, -0.95], [0.36, -2.52, -1.90], [0.69, -0.86, 0.41], [2.59, -2.30, 3.52], [-0.92, 5.40, 1.65], [-0.20, 6.36, 2.36], [1.16, 6.17, 2.62], [1.80, 5.01, 2.18], [1.08, 4.03, 1.49], [-0.28, 4.23, 1.22], [1.73, 2.78, 1.07], [1.10, 1.92, 0.46], [3.16, 2.57, 1.39], [3.78, 1.36, 1.04], [5.13, 1.16, 1.33], [5.87, 2.17, 1.96], [5.25, 3.37, 2.31], [3.89, 3.57, 2.03], [3.24, 4.83, 2.44], [3.89, 5.71, 2.99], [-1.98, 5.55, 1.44], [-0.70, 7.26, 2.71], [1.71, 6.93, 3.17], [-0.85, 3.48, 0.67], [3.21, 0.57, 0.55], [5.61, 0.22, 1.07], [6.92, 2.02, 2.17], [5.83, 4.15, 2.80], [-0.89, 2.39, -1.91], [-0.44, 2.14, -3.21], [-1.36, 2.01, -4.25], [-2.73, 2.13, -3.99], [-3.18, 2.36, -2.69], [-2.26, 2.50, -1.65], [-4.63, 2.44, -2.41], [-5.02, 2.64, -1.26], [-5.59, 2.26, -3.51], [-6.96, 2.27, -3.24], [-7.88, 2.11, -4.28], [-7.43, 1.95, -5.59], [-6.06, 1.93, -5.86], [-5.14, 2.08, -4.82], [-3.69, 2.02, -5.11], [-3.30, 1.87, -6.26], [-0.17, 2.49, -1.10], [0.62, 2.04, -3.40], [-1.00, 1.82, -5.26], [-2.60, 2.69, -0.64], [-7.32, 2.40, -2.22], [-8.95, 2.12, -4.07], [-8.15, 1.84, -6.40], [-5.72, 1.80, -6.89]], "lowdin_charge": [-0.13, -0.24, -0.24, -0.18, -0.13, -0.27, -0.07, -0.36, -0.08, -0.12, -0.11, -0.13, -0.08, 0.10, 0.11, 0.10, 0.14, 0.11, 0.13, 0.13, 0.14, 0.13, 0.13, 0.13, 0.13, 0.14, 0.09, 0.09, 0.08, 0.10, 0.17, -0.05, -0.05, 0.01, -0.08, -0.08, 0.01, -0.26, 0.06, -0.08, 0.01, -0.05, -0.05, 0.01, -0.08, -0.28, 0.10, 0.11, 0.11, 0.12, 0.09, 0.11, 0.11, 0.11, 0.12, -0.05, -0.05, 0.01, -0.09, -0.08, 0.01, -0.28, 0.10, -0.09, 0.01, -0.06, -0.06, 0.01, -0.09, -0.28, 0.09, 0.07, 0.11, 0.12, 0.11, 0.12, 0.11, 0.11, 0.12], "smiles": "COCCC[C@H](C[C@H](C)O)OC=O.O=C1c2ccccc2C(=O)c2ccccc21.O=C1c2ccccc2C(=O)c2ccccc21"}

---

Entry 3:
{"formula": "C37H35As2BrCl2CsN3O5", "method": "ωB97M-V/def2-TZVPD", "elements": ["Cs", "N", "C", "C", "O", "N", "C", "C", "O", "O", "H", "H", "H", "H", "H", "H", "Cl", "C", "Cl", "H", "H", "C", "C", "As", "C", "C", "C", "C", "C", "C", "C", "C", "C", "C", "C", "C", "As", "C", "C", "C", "C", "C", "C", "C", "C", "C", "C", "C", "C", "H", "H", "H", "H", "H", "H", "H", "H", "H", "H", "H", "H", "H", "H", "H", "H", "H", "H", "H", "H", "H", "H", "H", "H", "Br", "C", "C", "N", "C", "C", "C", "C", "O", "O", "H", "H", "H"], "xyz": [[0.45, -2.92, 0.95], [1.08, -2.49, 5.51], [1.61, -1.46, 4.62], [2.37, -2.00, 3.39], [2.21, -3.24, 3.14], [3.08, -1.09, 2.76], [3.99, -1.55, 1.71], [3.41, -1.34, 0.30], [3.53, -0.20, -0.23], [2.78, -2.31, -0.22], [1.83, -3.14, 5.70], [0.43, -3.05, 4.98], [2.26, -0.78, 5.17], [0.77, -0.84, 4.27], [4.24, -2.60, 1.84], [4.90, -0.94, 1.77], [-5.14, -1.09, 1.78], [-3.50, -1.77, 1.63], [-2.46, -1.20, 2.96], [-3.07, -1.49, 0.68], [-3.55, -2.85, 1.71], [0.61, 1.11, -0.28], [0.46, 0.56, 1.12], [1.10, 1.69, 2.64], [-0.23, 3.15, 2.50], [0.10, 4.46, 2.85], [-0.87, 5.45, 2.87], [-2.19, 5.15, 2.56], [-2.54, 3.85, 2.23], [-1.56, 2.86, 2.20], [2.61, 2.57, 1.75], [3.88, 2.05, 2.03], [5.00, 2.60, 1.42], [4.87, 3.65, 0.52], [3.61, 4.15, 0.23], [2.49, 3.61, 0.84], [0.32, -0.28, -1.65], [1.07, 0.88, -3.06], [2.47, 0.99, -3.04], [3.10, 1.82, -3.96], [2.36, 2.53, -4.90], [0.98, 2.41, -4.92], [0.34, 1.59, -3.99], [-1.59, -0.03, -2.03], [-2.43, 0.69, -1.18], [-3.81, 0.72, -1.39], [-4.36, 0.03, -2.45], [-3.54, -0.68, -3.32], [-2.17, -0.71, -3.10], [1.65, 1.38, -0.44], [-0.01, 1.99, -0.46], [1.13, -0.29, 1.29], [-0.55, 0.25, 1.38], [1.13, 4.69, 3.09], [-0.60, 6.47, 3.14], [-2.94, 5.93, 2.57], [-3.57, 3.62, 1.99], [-1.85, 1.84, 1.96], [3.95, 1.19, 2.68], [5.98, 2.18, 1.62], [5.75, 4.06, 0.03], [3.51, 4.95, -0.50], [1.51, 4.01, 0.58], [3.03, 0.46, -2.28], [4.18, 1.92, -3.93], [2.87, 3.17, -5.61], [0.40, 2.96, -5.65], [-0.75, 1.52, -4.02], [-2.01, 1.24, -0.34], [-4.44, 1.27, -0.70], [-5.44, 0.04, -2.61], [-3.96, -1.22, -4.16], [-1.53, -1.29, -3.76], [-3.79, -5.05, -5.41], [-3.43, -5.59, -3.61], [-3.67, -6.90, -3.24], [-3.45, -7.33, -2.00], [-2.99, -6.45, -1.11], [-2.72, -5.12, -1.41], [-2.94, -4.67, -2.70], [-2.19, -4.14, -0.36], [-1.91, -3.00, -0.76], [-2.06, -4.56, 0.81], [-4.05, -7.62, -3.95], [-2.81, -6.80, -0.10], [-2.74, -3.64, -2.95]], "lowdin_charge": [1.28, -0.02, -0.25, -0.68, -0.26, 0.02, -0.18, -0.72, -0.08, -0.31, 0.05, 0.05, 0.09, 0.06, 0.10, 0.09, 0.48, -0.99, 0.53, 0.00, 0.01, -0.42, -0.48, 1.35, -0.40, -0.14, -0.11, -0.12, -0.10, -0.12, -0.39, -0.12, -0.09, -0.11, -0.10, -0.13, 1.34, -0.37, -0.10, -0.09, -0.12, -0.12, -0.11, -0.40, -0.10, -0.10, -0.10, -0.10, -0.14, 0.04, 0.07, -0.04, 0.00, 0.10, 0.09, 0.09, 0.10, 0.07, 0.07, 0.10, 0.09, 0.09, 0.09, 0.08, 0.10, 0.09, 0.09, 0.09, 0.07, 0.09, 0.09, 0.09, 0.10, 0.67, -0.66, -0.22, 0.06, -0.08, -0.09, -0.04, -0.75, -0.17, -0.13, 0.09, 0.11, 0.10], "charge": -2, "e_above_lowest_kcal_mol": 7.9}

---

Number 1: molar mass 778.63 g/mol, highest occupied orbital energy -11.65 eV, E_LUMO -5.8 eV. Number 2: molar mass 606.67 g/mol, highest occupied orbital energy -9.73 eV, E_LUMO -1.3 eV. Number 3: molar mass 1035.26 g/mol, highest occupied orbital energy -2.12 eV, E_LUMO 3.5 eV.